No. 1
The following is a DFT calculation (the ωB97M-V functional and the def2-TZVPD basis) of a cluster of 2 separate species, C5H10O in total in a non-equilibrium geometry.

Structure (XYZ):
```
16
Properties=species:S:1:pos:R:3:forces:R:3:nbo_charge:R:1
C -0.416 -0.793 1.761 0.321 0.154 -0.137 -0.606
C 0.263 -0.351 0.451 1.555 -0.130 -0.265 -0.381
C -0.530 -0.675 -0.834 0.216 0.129 -0.035 -0.433
C -0.277 0.557 -1.717 0.000 0.061 -0.143 -0.076
O 0.104 1.625 -0.838 -0.837 0.549 -0.259 -0.503
C 0.696 1.086 0.245 2.915 1.051 -0.750 0.078
H -0.367 -1.882 1.894 0.084 0.242 -0.132 0.217
H 0.057 -0.345 2.641 0.027 -0.055 -0.141 0.211
H -1.490 -0.529 1.805 0.422 0.074 -0.245 0.203
H 1.455 -0.247 0.253 -2.194 -4.065 1.155 0.292
H -0.198 -1.594 -1.332 -0.022 0.193 0.090 0.218
H -1.608 -0.796 -0.634 0.385 0.136 0.149 0.206
H -1.150 0.919 -2.265 0.129 -0.183 0.021 0.197
H 0.548 0.387 -2.422 -0.064 0.001 0.081 0.175
H 2.116 0.902 -0.113 -2.625 1.524 0.533 -0.008
H 0.807 1.733 1.103 -0.313 0.317 0.079 0.209
```
Forces are in eV/Å.

Results
**Spin multiplicity**: 1
**E_HOMO**: -8.512 eV

=====

No. 2
The following is a DFT calculation (the ωB97M-V functional and the def2-TZVPD basis) of a structure of composition C34H32BrN6O2Rb in a non-equilibrium geometry.

Structure (XYZ):
```
76
Properties=species:S:1:pos:R:3:forces:R:3:mulliken_charge:R:1
Rb -0.836 -0.226 0.508 0.446 0.250 0.969 0.913
C -0.689 -3.505 1.435 0.056 0.098 0.034 -0.785
N -1.138 -2.488 2.389 0.082 -0.315 0.125 0.883
C -0.350 -2.456 3.606 0.013 0.108 -0.116 -1.068
C -0.445 -1.138 4.339 -0.031 0.003 0.130 0.679
C -0.314 -1.092 5.724 -0.021 0.031 0.016 -1.132
C -0.291 0.140 6.356 -0.007 -0.004 -0.034 -0.430
C -0.407 1.288 5.588 0.001 -0.015 0.025 -0.863
C -0.554 1.142 4.218 -0.069 0.035 0.034 -0.453
N -0.575 -0.037 3.602 0.093 0.062 -0.040 0.502
C -2.577 -2.602 2.657 0.055 0.162 -0.066 -1.343
C -3.307 -1.317 2.359 -0.289 0.008 0.267 0.951
C -3.838 -0.522 3.367 -0.058 0.025 -0.058 -0.718
C -4.505 0.642 3.017 0.021 -0.041 0.004 -0.452
C -4.619 0.972 1.675 -0.010 -0.004 0.066 -0.726
C -4.063 0.113 0.737 -0.252 0.056 -0.067 -0.237
N -3.425 -1.005 1.071 -0.269 -0.243 0.014 -0.429
C 0.780 -3.400 1.106 0.115 -0.269 0.051 -0.060
C 1.665 -4.408 1.475 0.021 0.039 -0.072 -0.759
C 2.994 -4.305 1.095 -0.012 0.016 0.001 -0.406
C 3.397 -3.201 0.362 -0.014 -0.073 0.049 -0.816
C 2.448 -2.234 0.062 0.084 0.022 0.032 -0.227
N 1.176 -2.325 0.429 -0.039 -0.004 0.006 0.348
H -1.240 -3.339 0.505 -0.073 -0.142 0.047 0.514
H -0.902 -4.521 1.802 -0.010 -0.013 -0.078 0.361
H 0.702 -2.576 3.336 0.001 -0.056 0.025 0.392
H -0.606 -3.279 4.294 0.021 0.004 0.008 0.234
H -0.223 -2.008 6.293 -0.008 -0.012 -0.024 0.456
H -0.181 0.204 7.431 -0.001 -0.002 -0.002 0.417
H -0.382 2.272 6.037 -0.020 0.004 -0.016 0.431
H -0.662 2.013 3.578 0.020 -0.003 0.022 0.553
H -2.753 -2.895 3.698 0.005 -0.034 -0.010 0.380
H -3.001 -3.375 2.013 -0.013 -0.023 0.041 0.507
H -3.733 -0.813 4.405 0.026 0.003 -0.004 0.374
H -4.938 1.273 3.782 0.017 0.027 -0.016 0.436
H -5.142 1.865 1.363 0.019 -0.006 -0.040 0.452
H -4.152 0.303 -0.331 0.044 0.029 0.014 0.540
H 1.315 -5.258 2.046 -0.022 -0.001 -0.023 0.405
H 3.701 -5.078 1.369 0.014 0.010 -0.020 0.414
H 4.422 -3.093 0.035 -0.009 0.050 -0.013 0.403
H 2.719 -1.345 -0.498 0.007 -0.005 0.015 0.410
O -3.394 -0.494 -2.653 -0.265 -0.054 -0.248 -0.689
C -2.934 -0.025 -3.835 -0.009 -0.029 -0.037 0.205
C -3.790 0.114 -4.926 -0.081 -0.042 0.046 -0.625
C -3.300 0.565 -6.141 0.045 0.033 -0.002 -0.396
C -1.954 0.871 -6.289 0.082 0.023 -0.084 -0.726
C -1.102 0.734 -5.202 -0.060 0.055 0.072 -0.523
C -1.579 0.309 -3.974 -0.056 -0.111 0.115 0.262
C -0.690 0.162 -2.754 0.159 0.285 0.058 0.151
O -1.081 -0.792 -1.898 0.088 -0.721 -0.901 -1.005
N -0.749 1.507 -2.013 -0.111 0.235 -0.605 -0.078
N 0.167 1.837 -1.104 0.263 0.328 0.232 -0.575
C 1.422 1.749 -1.350 -0.216 -0.235 -0.427 0.060
C 2.390 2.104 -0.326 0.121 0.038 0.533 0.375
Br 1.805 1.742 1.480 0.238 0.131 -0.103 -0.249
C 3.606 2.632 -0.468 -0.043 -0.091 0.074 -0.831
C 4.217 3.098 -1.727 0.032 0.155 -0.092 0.337
C 4.775 4.380 -1.729 -0.002 -0.065 0.004 -0.473
C 5.346 4.906 -2.874 -0.012 -0.028 0.006 -0.530
C 5.385 4.151 -4.039 0.026 0.049 -0.013 -0.412
C 4.854 2.871 -4.044 0.010 0.018 -0.032 -0.682
C 4.275 2.347 -2.898 -0.010 -0.062 0.009 -0.036
H -2.531 -0.825 -2.191 0.052 0.228 0.116 0.420
H -4.831 -0.161 -4.809 0.008 0.022 0.019 0.420
H -3.969 0.668 -6.986 -0.020 -0.014 0.015 0.369
H -1.567 1.209 -7.242 -0.030 -0.002 0.002 0.376
H -0.048 0.973 -5.300 -0.002 0.003 -0.011 0.386
H 0.362 0.071 -3.078 -0.042 0.000 -0.018 0.550
H -1.678 1.592 -1.612 0.089 0.037 -0.025 0.303
H 1.823 1.436 -2.311 -0.148 0.063 -0.028 0.131
H 4.184 2.830 0.427 -0.053 -0.001 0.023 0.470
H 4.742 4.967 -0.818 0.008 0.010 -0.015 0.425
H 5.758 5.907 -2.858 0.013 -0.005 -0.009 0.371
H 5.834 4.561 -4.934 -0.010 -0.019 -0.006 0.377
H 4.895 2.275 -4.947 -0.011 -0.020 0.012 0.380
H 3.884 1.337 -2.914 0.013 0.009 0.021 0.411
```
Forces are in eV/Å.

Results
**Spin multiplicity**: 1
**E_HOMO**: -7.225 eV

=====

No. 3
The following is a DFT calculation (the ωB97M-V functional and the def2-TZVPD basis) of an isolated molecule of C25H34N4O5.

Structure (XYZ):
```
68
Properties=species:S:1:pos:R:3:forces:R:3:nbo_charge:R:1
C -1.703 -3.697 1.808 0.011 0.008 0.018 -0.258
O -1.569 -4.388 0.587 -0.010 -0.130 -0.090 -0.535
C -1.836 -3.618 -0.558 0.099 0.142 -0.064 -0.069
C -0.790 -2.521 -0.821 -0.199 -0.147 0.252 -0.272
N 0.538 -3.064 -0.705 -0.256 -0.191 -0.141 -0.587
C 1.488 -2.573 0.103 -0.021 -0.747 -0.353 0.731
O 1.333 -1.562 0.776 0.089 0.337 0.395 -0.706
C 2.742 -3.427 0.157 0.185 0.277 0.211 -0.492
C 4.029 -2.627 0.346 -0.151 0.032 -0.168 -0.402
C 4.366 -1.735 -0.854 0.279 -0.269 0.033 -0.228
N 3.777 -0.409 -0.722 0.221 -0.085 -0.060 -0.464
C 4.476 0.493 0.066 -0.026 0.059 -0.031 0.683
O 5.521 0.177 0.596 0.027 -0.019 0.062 -0.598
C 3.870 1.817 0.164 -0.173 0.361 0.089 -0.215
C 4.543 2.822 0.858 -0.103 -0.157 -0.111 -0.139
C 3.999 4.082 0.959 0.027 0.056 0.038 -0.230
C 2.772 4.341 0.359 0.081 -0.091 0.020 -0.162
C 2.090 3.358 -0.328 -0.091 -0.051 -0.099 -0.284
C 2.629 2.072 -0.431 0.614 0.271 0.358 0.283
N 1.987 1.054 -1.112 -0.177 -0.220 -0.146 -0.442
C 0.644 1.256 -1.622 -0.269 0.140 -0.142 -0.322
C -0.340 1.643 -0.507 0.430 -0.272 -0.245 0.683
O -1.073 2.606 -0.618 -0.299 0.385 -0.113 -0.650
N -0.276 0.853 0.573 0.014 -0.221 0.245 -0.645
C -1.058 1.117 1.758 -0.237 0.031 0.124 -0.217
C -2.397 0.358 1.769 0.142 0.163 -0.214 -0.422
C -3.315 0.860 0.689 -0.019 -0.245 0.328 0.024
C -3.445 0.239 -0.475 -0.069 -0.101 -0.152 -0.197
C -4.291 0.728 -1.609 -0.134 0.064 0.012 -0.434
C -5.250 1.829 -1.168 0.172 0.074 -0.137 -0.390
C -4.508 2.824 -0.285 -0.217 -0.032 0.150 -0.399
C -4.059 2.129 0.995 0.037 0.154 -0.277 -0.430
C 2.567 -0.174 -1.335 -0.084 0.204 -0.243 0.828
O 2.041 -1.007 -2.049 0.038 -0.133 -0.110 -0.657
H -0.911 -2.954 1.948 -0.006 0.043 0.004 0.174
H -2.680 -3.204 1.877 0.009 0.015 0.019 0.167
H -1.624 -4.450 2.591 -0.017 0.077 0.055 0.197
H -2.833 -3.155 -0.493 0.067 -0.045 -0.065 0.176
H -1.834 -4.336 -1.382 -0.066 0.099 -0.016 0.185
H -0.949 -2.106 -1.822 -0.044 0.078 0.090 0.208
H -0.874 -1.717 -0.089 -0.034 -0.032 -0.148 0.228
H 0.730 -3.892 -1.247 0.175 0.056 0.133 0.397
H 2.814 -4.030 -0.749 -0.042 -0.074 0.015 0.206
H 2.617 -4.104 1.008 -0.055 -0.045 -0.067 0.238
H 3.948 -2.003 1.236 0.082 -0.076 0.018 0.233
H 4.852 -3.327 0.500 -0.002 0.010 0.048 0.218
H 5.446 -1.589 -0.910 -0.187 -0.040 -0.050 0.235
H 3.998 -2.170 -1.785 0.103 0.073 0.089 0.229
H 5.495 2.574 1.303 0.071 -0.021 0.036 0.240
H 4.518 4.862 1.495 0.053 0.063 0.047 0.217
H 2.340 5.328 0.425 -0.059 0.077 -0.006 0.219
H 1.142 3.600 -0.777 -0.143 -0.004 -0.063 0.243
H 0.631 2.038 -2.387 -0.071 -0.061 0.145 0.224
H 0.334 0.313 -2.080 0.036 0.202 0.055 0.267
H 0.337 0.041 0.589 0.034 0.072 -0.084 0.444
H -0.463 0.830 2.628 -0.021 0.079 -0.037 0.206
H -1.251 2.192 1.788 0.081 -0.076 0.109 0.217
H -2.200 -0.708 1.639 0.000 -0.062 0.049 0.201
H -2.860 0.505 2.747 -0.032 -0.060 0.073 0.211
H -2.893 -0.671 -0.672 0.155 -0.143 0.135 0.185
H -3.623 1.115 -2.386 -0.039 -0.022 -0.104 0.208
H -4.844 -0.109 -2.046 0.045 0.023 -0.055 0.206
H -6.077 1.391 -0.603 -0.075 -0.008 -0.007 0.192
H -5.669 2.330 -2.043 -0.068 -0.028 0.015 0.206
H -3.623 3.186 -0.810 0.030 0.084 -0.021 0.221
H -5.146 3.677 -0.047 0.036 0.046 -0.021 0.202
H -4.929 1.889 1.618 0.030 0.040 0.082 0.204
H -3.421 2.799 1.574 0.021 0.012 0.086 0.210
```
Forces are in eV/Å.

Results
**Spin multiplicity**: 1
**E_HOMO**: -8.626 eV
**SMILES**: COCCNC(=O)CCCn1c(=O)c2ccccc2n(CC(=O)NCCC2=CCCCC2)c1=O

=====

No. 4
The following is a DFT calculation (the ωB97M-V functional and the def2-TZVPD basis) of a structure of composition C17H17F6N3PPtSTe.

Structure (XYZ):
```
47
Properties=species:S:1:pos:R:3:forces:R:3:nbo_charge:R:1
Pt 1.511 0.989 0.065 0.314 -0.323 -0.245 0.922
C 2.226 2.978 4.738 0.000 -0.003 -0.006 -0.425
N 3.187 2.846 3.620 0.023 0.040 0.027 -0.243
C 4.524 2.937 3.728 -0.015 0.004 0.009 0.074
C 5.065 2.747 2.468 -0.013 0.001 -0.023 0.076
N 4.032 2.543 1.612 0.042 -0.007 -0.010 -0.304
C 2.861 2.576 2.327 -0.020 0.007 -0.044 0.147
S 1.293 2.294 1.786 -0.176 -0.065 0.097 0.473
C 4.145 2.550 0.182 -0.012 -0.028 0.013 0.355
C 5.207 3.202 -0.407 0.005 -0.017 0.023 -0.210
C 5.315 3.198 -1.792 -0.001 -0.001 -0.009 -0.061
C 4.340 2.558 -2.540 0.007 -0.001 0.003 -0.182
C 3.289 1.962 -1.877 0.051 -0.027 0.007 0.066
N 3.187 1.940 -0.532 -0.081 0.193 -0.020 -0.455
H 2.785 3.263 5.625 0.002 0.000 0.000 0.273
H 1.734 2.022 4.904 -0.002 0.000 -0.004 0.254
H 1.504 3.756 4.500 -0.001 -0.001 -0.003 0.258
H 5.023 3.119 4.668 0.010 -0.004 -0.004 0.301
H 6.099 2.745 2.164 0.006 0.000 0.011 0.291
H 5.934 3.732 0.192 0.006 0.009 -0.011 0.267
H 6.142 3.706 -2.272 0.005 -0.006 0.001 0.286
H 4.376 2.533 -3.620 -0.001 0.004 -0.001 0.288
H 2.490 1.476 -2.428 -0.012 0.015 0.002 0.239
C -3.813 -3.875 0.941 0.182 -0.393 0.062 -0.707
Te -2.694 -2.134 0.591 -0.077 -0.044 -0.077 1.254
C -3.401 -2.473 -1.362 -0.136 0.106 -0.064 -0.794
C -4.084 -3.782 -1.481 -0.067 0.044 0.026 0.180
C -4.531 -4.310 -2.673 0.061 0.036 -0.009 -0.260
C -5.159 -5.548 -2.651 -0.027 -0.054 0.046 0.034
C -5.349 -6.285 -1.442 0.004 -0.004 -0.015 -0.111
C -4.901 -5.793 -0.250 0.017 -0.074 -0.033 -0.166
C -4.269 -4.530 -0.247 -0.043 0.117 0.053 0.056
H -4.650 -3.132 1.226 0.059 0.209 -0.121 0.376
H -3.632 -4.468 1.837 -0.091 0.034 0.039 0.338
H -2.587 -2.326 -2.085 0.029 -0.042 0.024 0.338
H -4.096 -1.640 -1.572 0.001 -0.004 0.002 0.347
H -4.397 -3.780 -3.608 -0.002 -0.017 -0.010 0.272
H -5.515 -5.980 -3.579 -0.014 0.019 -0.004 0.277
H -5.856 -7.240 -1.485 0.018 -0.008 -0.004 0.284
H -5.035 -6.345 0.671 -0.002 0.016 0.011 0.274
F 0.050 -0.294 0.121 -0.022 0.239 0.215 -0.687
P -2.076 2.070 -1.698 0.042 -0.064 0.097 2.705
F -2.790 1.877 -3.070 -0.018 -0.003 -0.050 -0.534
F -0.682 1.961 -2.375 0.022 0.020 0.000 -0.534
F -1.332 2.190 -0.277 -0.070 0.113 -0.026 -0.585
F -2.728 0.743 -1.175 -0.015 -0.027 0.024 -0.557
F -2.743 3.423 -1.466 0.012 -0.005 0.002 -0.489
```
Forces are in eV/Å.

Results
**Spin multiplicity**: 2
**<S²>**: 0.78
**E_HOMO (alpha / beta)**: -20.072 / -20.073 eV
**Total charge**: +4

=====

Number 1: calculated total energy -7390.9572 eV. Number 2: calculated total energy -119509.9300 eV. Number 3: calculated total energy -42677.7168 eV. Number 4: calculated total energy -69304.0589 eV.